Entry from the OMol25 dataset: a molecular structure, C35H30AsCuN2O4PS (ωB97M-V with the def2-TZVPD basis set).

The HOMO energy is -4.5 eV. The calculation puts the energy above the lowest of the compared OMol25 structures with the same formula, charge and spin at 0.2 kcal/mol. As for the charge: -1. Its orbital gap is 0.245 Ha. The calculation puts the total energy at -173559.448 eV.

Geometry as XYZ:
```
75
Properties=species:S:1:pos:R:3:forces:R:3:lowdin_charge:R:1
Cu 0.08305 -0.13340 0.53737 -0.1 0.0 0.1 0.202
O -2.40604 1.73138 3.01254 0.0 0.1 0.0 0.012
C -1.65643 1.36323 2.11874 -0.2 -0.3 -0.1 -0.602
O -0.62525 0.60910 2.25680 0.1 0.1 0.0 -0.129
C -1.98550 1.78618 0.63304 0.2 0.2 0.0 -0.552
O -2.63629 2.78944 0.39884 -0.1 0.0 0.0 0.033
O -1.47191 1.01008 -0.27658 -0.1 0.0 0.0 -0.158
N 0.15321 1.79551 -2.13748 0.1 0.1 0.0 0.131
C 1.30983 1.18794 -1.90781 0.0 -0.1 -0.1 -0.658
N 1.62410 0.60938 -0.77749 0.1 0.0 0.0 0.045
C 2.85555 -0.00767 -0.85587 0.0 0.0 0.0 -0.323
C 3.44076 -0.75050 0.16601 0.0 0.0 0.0 -0.032
C 4.65592 -1.37430 -0.06448 0.0 0.0 0.0 -0.093
C 5.30426 -1.25453 -1.29275 0.0 0.0 0.0 -0.109
C 4.74364 -0.49669 -2.31216 0.0 0.0 0.0 -0.106
C 3.52476 0.11734 -2.08216 0.0 0.0 0.0 -0.485
S 2.54412 1.05889 -3.17316 0.0 0.0 0.0 1.049
H -0.62503 1.65425 -1.42618 -0.1 0.0 0.0 0.065
H -0.02465 2.19582 -3.03971 0.0 0.0 0.0 0.093
H 2.92786 -0.82731 1.11711 0.0 0.0 0.0 0.108
H 5.10666 -1.96928 0.71981 0.0 0.0 0.0 0.090
H 6.25042 -1.75488 -1.45478 0.0 0.0 0.0 0.089
H 5.24124 -0.40286 -3.26923 0.0 0.0 0.0 0.102
C 1.05186 -3.54605 0.88493 0.0 0.0 0.0 -0.393
C 0.82512 -4.98704 0.45483 0.0 0.0 0.0 -0.455
As 2.04263 -6.22102 1.39239 0.0 0.0 0.0 1.296
C 3.69312 -5.67093 0.49327 0.0 0.0 0.0 -0.421
C 4.73820 -5.17501 1.26590 0.0 0.0 0.0 -0.131
C 5.92498 -4.76082 0.67196 0.0 0.0 0.0 -0.105
C 6.07185 -4.83507 -0.70390 0.0 0.0 0.0 -0.101
C 5.03339 -5.32757 -1.48476 0.0 0.0 0.0 -0.084
C 3.85396 -5.74632 -0.88883 0.0 0.0 0.0 -0.121
C 1.69895 -7.81222 0.30467 -0.1 0.0 0.0 -0.423
C 0.46305 -8.03866 -0.29485 0.0 0.0 0.0 -0.112
C 0.22753 -9.20418 -1.01390 0.0 0.0 0.0 -0.092
C 1.22536 -10.15750 -1.14384 0.0 0.0 0.0 -0.102
C 2.46132 -9.94133 -0.54857 0.0 0.0 0.0 -0.095
C 2.69229 -8.78031 0.17254 0.0 0.0 0.0 -0.130
P 0.09485 -2.24811 -0.01879 0.0 0.0 -0.1 1.035
C -1.60778 -2.90893 -0.00226 0.0 0.0 0.0 -0.339
C -2.07437 -3.90815 -0.85701 0.0 0.0 0.0 -0.105
C -3.38173 -4.35771 -0.76026 0.0 0.0 0.0 -0.094
C -4.23531 -3.81212 0.19203 0.0 0.0 0.0 -0.096
C -3.78377 -2.80909 1.03570 0.0 0.0 0.0 -0.069
C -2.47656 -2.35115 0.93383 0.0 0.0 0.0 -0.066
C 0.61015 -2.48323 -1.75605 0.0 0.0 0.0 -0.340
C -0.18570 -1.92260 -2.75830 0.0 0.0 0.0 -0.093
C 0.22543 -1.94647 -4.08035 0.0 0.0 0.0 -0.090
C 1.44450 -2.51919 -4.42452 0.0 0.0 0.0 -0.100
C 2.24995 -3.05995 -3.43502 0.0 0.0 0.0 -0.084
C 1.83709 -3.03833 -2.10895 0.0 0.0 0.0 -0.095
H 2.10420 -3.25871 0.79602 0.0 0.0 0.0 0.051
H 0.79037 -3.40748 1.93788 0.0 0.0 0.0 0.086
H 0.96701 -5.11480 -0.62116 0.0 0.0 0.0 0.059
H -0.19604 -5.28360 0.69651 0.0 0.0 0.0 0.055
H 4.62600 -5.11536 2.34266 0.0 0.0 0.0 0.090
H 6.73075 -4.37682 1.28540 0.0 0.0 0.0 0.102
H 6.99267 -4.50843 -1.17057 0.0 0.0 0.0 0.100
H 5.14325 -5.38376 -2.56081 0.0 0.0 0.0 0.102
H 3.05118 -6.13598 -1.50542 0.0 0.0 0.0 0.108
H -0.32812 -7.30368 -0.21267 0.0 0.0 0.0 0.088
H -0.73856 -9.36202 -1.47687 0.0 0.0 0.0 0.100
H 1.04333 -11.06337 -1.70785 0.0 0.0 0.0 0.096
H 3.24839 -10.67860 -0.64721 0.0 0.0 0.0 0.098
H 3.66458 -8.61757 0.62527 0.0 0.0 0.0 0.099
H -1.41804 -4.31857 -1.61578 0.0 0.0 0.0 0.103
H -3.73939 -5.12784 -1.43302 0.0 0.0 0.0 0.096
H -5.25845 -4.16032 0.26258 0.0 0.0 0.0 0.096
H -4.44947 -2.36420 1.76362 0.0 0.0 0.0 0.107
H -2.12447 -1.54589 1.57111 0.0 0.0 0.0 0.099
H -1.12293 -1.44664 -2.49078 0.0 0.0 0.0 0.118
H -0.40147 -1.50399 -4.84449 0.0 0.0 0.0 0.102
H 1.76772 -2.53005 -5.45806 0.0 0.0 0.0 0.097
H 3.21309 -3.48855 -3.68547 0.0 0.0 0.0 0.097
H 2.49740 -3.44164 -1.35128 0.0 0.0 0.0 0.081
```
Forces are in eV/Å.

---

Entry from the OMol25 dataset: a molecular structure, C8H14N2O3 in a non-equilibrium geometry (ωB97M-V with the def2-TZVPD basis set).

The HOMO energy is -9.5 eV. The calculation puts the energy above the lowest of the compared OMol25 structures with the same formula, charge and spin at 156.7 kcal/mol. Its orbital gap is 0.358 Ha. The calculation puts the total energy at -17640.026 eV.

Geometry as XYZ:
```
27
Properties=species:S:1:pos:R:3:forces:R:3:nbo_charge:R:1
C 1.67662 0.23409 1.07955 4.2 1.9 -0.6 -0.144
C 0.32085 0.48679 0.31629 0.2 -3.1 0.6 0.685
C 2.53497 -1.01379 0.60986 3.1 4.7 -3.7 -0.394
C 2.09058 -2.15478 1.32230 -3.6 -2.0 1.7 -0.468
C 1.75392 -1.55315 2.74531 0.6 -1.5 1.2 -0.223
C -0.93021 0.54001 -1.85886 4.9 1.7 -1.6 -0.226
C -2.17852 1.22072 -1.57451 3.9 5.9 -5.0 0.777
C -1.41385 -0.80257 -2.02103 -3.0 -6.5 -0.9 -0.642
H 0.48831 -0.05707 2.33505 0.3 0.0 2.2 0.395
H 2.48977 1.16603 1.07274 -2.6 -1.8 -0.8 0.218
H 3.62523 -0.59347 0.96928 -2.3 -1.6 -1.2 0.219
H 2.47496 -1.05732 -0.56942 0.6 -0.2 2.2 0.207
H 1.03298 -2.45765 0.82862 2.4 0.0 1.1 0.202
H 2.80211 -2.97910 1.43871 -0.4 0.0 -0.5 0.238
H 2.75059 -1.73542 3.50560 -3.0 0.7 -2.0 0.195
H 0.75827 -2.13720 3.19276 2.8 1.8 -0.8 0.215
H 1.27639 0.83117 -1.45102 -1.6 0.3 0.5 0.423
H -0.51723 1.08385 -2.75475 -1.0 -1.3 0.4 0.257
H -2.75710 -0.70848 -2.33999 4.4 -0.5 0.4 0.255
H -0.84775 -1.60723 -2.90304 -1.7 2.6 3.0 0.245
H -1.58725 -1.32360 -0.91958 0.9 0.9 -3.0 0.250
H -2.16092 0.44598 0.21587 -0.6 0.8 -1.8 0.547
N 1.52463 -0.07705 2.47709 -3.2 -1.0 0.5 -0.652
N 0.33066 0.86538 -0.99781 -0.9 -1.5 1.9 -0.590
O -0.67703 -0.04811 0.92435 1.0 2.3 -1.7 -0.703
O -2.30538 2.11692 -2.48536 -2.7 -2.0 3.4 -0.616
O -2.76028 0.91460 -0.52514 -2.7 -0.5 4.7 -0.671
```
Forces are in eV/Å.

---

Entry from the OMol25 dataset: C2H4ClP in the gas phase in a non-equilibrium geometry (ωB97M-V with the def2-TZVPD basis set).

The HOMO energy is -9.4 eV. The calculation puts the energy above the lowest of the compared OMol25 structures with the same formula, charge and spin at 0.0 kcal/mol. Its orbital gap is 0.386 Ha. The calculation puts the total energy at -23949.490 eV.

Geometry as XYZ:
```
8
Properties=species:S:1:pos:R:3:forces:R:3:nbo_charge:R:1
Cl -2.58337 -0.59706 0.05584 -0.3 -0.7 -0.4 -0.297
P -1.10411 0.78586 -0.06289 0.3 0.7 0.3 0.760
C 0.28193 -0.03296 0.77016 -1.1 -2.0 -2.8 -0.695
C 0.45350 0.12694 -0.75500 0.2 -0.3 0.4 -0.703
H 0.30068 -1.06620 1.06496 -0.6 -0.2 0.3 0.242
H 0.86648 0.54683 1.33783 2.1 2.1 2.1 0.215
H 1.11049 0.94693 -0.98702 0.0 0.5 -0.3 0.229
H 0.67439 -0.71033 -1.42389 -0.6 0.0 0.5 0.249
```
Forces are in eV/Å.

---

Entry from the OMol25 dataset: 2 unconnected molecules or ions with the total composition C6H11N2 in a non-equilibrium geometry (ωB97M-V with the def2-TZVPD basis set).

The HOMO energy is -14.1 eV. The calculation puts the energy above the lowest of the compared OMol25 structures with the same formula, charge and spin at 153.5 kcal/mol. As for the charge: +1. Its orbital gap is 0.343 Ha. The calculation puts the total energy at -9368.077 eV.

Geometry as XYZ:
```
19
Properties=species:S:1:pos:R:3:forces:R:3:nbo_charge:R:1
C 0.96149 1.95441 -0.46549 -0.4 -3.2 3.8 0.141
C -1.94245 0.73309 -1.11314 -4.5 -1.5 1.9 0.000
C 0.93913 0.83185 0.38647 -1.0 3.0 -2.4 0.456
C 1.90598 -1.30053 -0.47499 0.3 1.1 1.1 -0.596
C -2.02076 -0.52640 0.92709 1.8 2.8 2.9 -0.436
C 1.57942 -0.39832 0.71596 -3.6 -4.5 1.4 -0.515
N 0.61939 2.12317 0.78002 0.3 -0.6 0.0 -0.155
N -1.41148 0.19196 -0.10851 1.5 0.3 -1.5 -0.414
H 1.17676 2.43003 -1.33290 0.4 1.7 -2.5 0.256
H -3.08304 0.82676 -1.41894 2.0 -0.5 1.2 0.188
H -1.35180 1.05961 -1.84675 2.6 1.8 -2.8 0.159
H 1.06362 -1.36882 -1.05518 -2.3 0.4 -1.7 0.221
H 2.06735 -2.34898 -0.35766 1.0 -0.4 1.1 0.256
H 2.63511 -0.77662 -1.00669 1.5 0.1 -1.3 0.215
H -1.88461 -1.52986 0.86319 1.2 -3.2 -0.6 0.226
H -3.06413 -0.48308 0.91696 -1.9 0.9 0.7 0.217
H -1.39474 -0.20996 1.90092 -2.2 -0.6 -1.6 0.208
H 2.37285 -0.08690 1.32486 1.5 0.1 1.2 0.286
H 0.83191 -1.12140 1.36478 1.8 2.3 -0.9 0.287
```
Forces are in eV/Å.